A cluster of 2 separate species, C5H11NO in total in a non-equilibrium geometry, computed with wB97M-V/def2-TZVPD.

Values from the calculation:
Energy relative to the best compared isomer or geometry (same formula, charge and spin) (kcal per mole): 93.2
Frontier orbital gap (eV): 8.52
SMILES: C=CC(=C)NC.O

```
! RIJCOSX wB97M-V def2-TZVPD def2/J DEFGRID3
* xyz 0 1
C 2.498 -1.527 -0.968
C 1.952 -0.382 -0.569
C 0.797 -0.238 0.341
C -0.178 -1.205 0.455
N 0.547 1.164 0.598
C -0.629 1.607 1.409
H 2.104 -2.531 -0.878
H 3.567 -1.492 -1.329
H 2.013 0.557 -1.264
H -1.166 -0.962 0.802
H 0.231 -2.277 0.379
H 1.456 1.708 0.738
H -1.681 1.491 0.822
H -0.819 1.379 2.473
H -0.467 2.684 1.439
O -3.294 0.385 -1.437
H -3.917 -0.142 -0.894
H -3.014 -0.221 -2.117
*
```

Atomic partial charges in e from the natural (NBO) method, atoms 1 to 8: -0.38 -0.24 0.14 -0.51 -0.63 -0.44 0.20 0.20

***

An isolated molecule of C5H11NO, computed with wB97M-V/def2-TZVPD.

Values from the calculation:
Energy relative to the best compared isomer or geometry (same formula, charge and spin) (kcal per mole): 8.4
Frontier orbital gap (eV): 10.06
SMILES: CCN(C)C(C)=O

```
! RIJCOSX wB97M-V def2-TZVPD def2/J DEFGRID3
* xyz 0 1
C 1.356 0.854 1.487
C -0.126 1.028 1.142
N -0.520 0.117 0.072
C -1.032 -1.176 0.475
C -0.058 0.411 -1.188
C -0.153 -0.670 -2.251
O 0.436 1.498 -1.447
H 1.667 1.534 2.287
H 1.960 1.066 0.601
H 1.562 -0.169 1.823
H -0.312 2.049 0.805
H -0.760 0.828 2.013
H -1.886 -1.038 1.148
H -1.382 -1.744 -0.387
H -0.274 -1.773 1.000
H 0.327 -0.288 -3.151
H -1.181 -0.951 -2.496
H 0.374 -1.574 -1.933
*
```

Atomic partial charges in e from the natural (NBO) method, atoms 1 to 8: -0.62 -0.21 -0.44 -0.41 0.68 -0.72 -0.63 0.21

***

A cluster of 2 separate species, C5H11NO in total, computed with wB97M-V/def2-TZVPD.

Values from the calculation:
Energy relative to the best compared isomer or geometry (same formula, charge and spin) (kcal per mole): 36.2
Frontier orbital gap (eV): 8.85
SMILES: C/C=C/C=C/N.O

```
! RIJCOSX wB97M-V def2-TZVPD def2/J DEFGRID3
* xyz 0 1
C 1.759 -2.242 1.023
C 0.897 -1.398 0.142
C -0.098 -0.579 0.475
C -0.895 0.146 -0.508
C -1.841 1.033 -0.175
N -2.735 1.601 -1.069
H 2.029 -1.747 1.963
H 1.248 -3.165 1.286
H 2.671 -2.512 0.501
H 1.038 -1.503 -0.932
H -0.369 -0.431 1.520
H -0.732 -0.104 -1.550
H -2.017 1.287 0.867
H -2.983 2.567 -0.925
H -2.525 1.409 -2.038
O 1.596 2.257 -0.095
H 2.202 1.508 -0.113
H 0.753 1.874 -0.372
*
```

Atomic partial charges in e from the natural (NBO) method, atoms 1 to 8: -0.65 -0.20 -0.21 -0.35 0.03 -0.80 0.22 0.22

***

An isolated molecule of C5H11NO, computed with wB97M-V/def2-TZVPD.

Values from the calculation:
Energy relative to the best compared isomer or geometry (same formula, charge and spin) (kcal per mole): 47.8
Frontier orbital gap (eV): 10.30
SMILES: CCN1C[C@H]1CO

```
! RIJCOSX wB97M-V def2-TZVPD def2/J DEFGRID3
* xyz 0 1
C -0.155 0.240 -2.222
C 0.775 0.836 -1.167
N 0.630 0.352 0.208
C 0.825 -1.063 0.475
C -0.514 -0.445 0.617
C -1.072 -0.079 1.981
O -0.061 0.409 2.825
H 0.124 0.614 -3.213
H -1.201 0.517 -2.046
H -0.096 -0.854 -2.255
H 1.818 0.657 -1.452
H 0.645 1.924 -1.143
H 0.988 -1.727 -0.375
H 1.415 -1.291 1.360
H -1.255 -0.710 -0.137
H -1.879 0.662 1.849
H -1.510 -0.963 2.458
H 0.523 0.922 2.237
*
```

Atomic partial charges in e from the natural (NBO) method, atoms 1 to 8: -0.64 -0.21 -0.44 -0.26 -0.11 -0.06 -0.72 0.22

***

An isolated molecule of C5H11NO, computed with wB97M-V/def2-TZVPD.

Values from the calculation:
Energy relative to the best compared isomer or geometry (same formula, charge and spin) (kcal per mole): 1.7
Frontier orbital gap (eV): 10.52
SMILES: CNC(=O)C(C)C

```
! RIJCOSX wB97M-V def2-TZVPD def2/J DEFGRID3
* xyz 0 1
C -1.411 0.059 2.502
N -1.106 0.289 1.106
C 0.064 -0.122 0.545
O 0.946 -0.672 1.188
C 0.198 0.117 -0.956
C 1.363 1.071 -1.226
C 0.427 -1.235 -1.637
H -2.422 -0.345 2.611
H -1.322 0.972 3.101
H -0.690 -0.672 2.872
H -1.771 0.783 0.534
H -0.729 0.562 -1.344
H 2.279 0.669 -0.782
H 1.183 2.064 -0.799
H 1.519 1.186 -2.304
H 0.575 -1.105 -2.714
H 1.317 -1.709 -1.212
H -0.422 -1.911 -1.485
*
```

Atomic partial charges in e from the natural (NBO) method, atoms 1 to 8: -0.42 -0.61 0.68 -0.64 -0.30 -0.60 -0.60 0.20

***

An isolated molecule of C5H11NO, computed with wB97M-V/def2-TZVPD.

Values from the calculation:
Energy relative to the best compared isomer or geometry (same formula, charge and spin) (kcal per mole): 49.6
Frontier orbital gap (eV): 10.24
SMILES: CCN1C[C@H]1CO

```
! RIJCOSX wB97M-V def2-TZVPD def2/J DEFGRID3
* xyz 0 1
C 1.435 -1.652 0.508
C 1.093 -0.326 1.180
N 0.195 0.567 0.431
C -1.209 0.609 0.818
C -0.805 0.045 -0.486
C -0.940 0.853 -1.763
O -0.806 2.229 -1.510
H 2.074 -2.240 1.174
H 1.975 -1.499 -0.432
H 0.547 -2.258 0.297
H 0.665 -0.522 2.171
H 2.023 0.229 1.350
H -1.534 -0.092 1.588
H -1.656 1.599 0.869
H -0.887 -1.035 -0.607
H -0.183 0.503 -2.485
H -1.927 0.694 -2.211
H -0.059 2.294 -0.891
*
```

Atomic partial charges in e from the natural (NBO) method, atoms 1 to 8: -0.62 -0.21 -0.44 -0.25 -0.11 -0.06 -0.72 0.22